This record from the OMol25 dataset describes a cluster of 4 separate species, C39H73IN3O8S2Si in total in a non-equilibrium geometry. The level of theory is ωB97M-V/def2-TZVPD.

Summary:
gap between HOMO and LUMO: 7.962 eV
DFT total energy: -100115.9559 eV
LUMO: -3.24 eV
HOMO: -11.206 eV
multiplicity: 1
net charge: +1

XYZ file:
```
127
Properties=species:S:1:pos:R:3:forces:R:3
C 0.8804 1.1121 -3.4729 0.23 0.07 -0.58
C 0.8203 1.3274 -2.3020 -0.72 0.45 0.40
C 0.3800 1.6502 -0.9304 1.40 -0.69 -0.69
Si 2.0320 2.1812 -0.0425 1.20 0.72 1.00
C 2.8855 0.7191 0.7852 -0.54 0.32 -0.38
C 1.7391 3.4413 1.3503 -0.50 -0.74 -0.53
C 3.3096 2.9380 -1.1989 -0.10 -0.29 -0.01
N -0.7664 2.6005 -1.0363 -0.48 -0.23 0.30
C -0.6674 4.0560 -0.9109 0.41 0.49 0.26
C 0.3414 4.7554 -1.8231 -0.60 0.24 0.31
S 0.2345 4.3793 -3.5813 0.22 -0.24 -0.18
C -1.1632 5.3122 -4.0375 -0.06 0.08 0.37
N -2.2982 5.4914 -3.4331 0.81 -0.14 -0.32
N -3.0379 6.2894 -4.2803 -0.08 0.58 -0.87
C -2.3164 6.5295 -5.3304 -0.02 -0.86 1.52
O -1.0829 5.9290 -5.2276 -0.68 0.44 -0.40
C -1.9049 1.9884 -1.2012 -0.60 -0.78 -0.21
C -3.2721 2.5583 -1.3308 0.12 0.88 -0.07
C -3.7437 2.7116 -2.8093 -0.52 -0.56 0.93
C -4.8051 1.6392 -3.1565 0.48 0.06 -0.89
C -6.1983 2.2318 -3.1877 -0.14 -0.39 0.42
O -6.7673 2.5752 -2.1955 0.06 0.39 0.03
O -6.7684 2.3561 -4.4087 -0.07 -0.24 0.18
S -1.8275 0.2742 -1.2651 0.28 0.36 0.11
C -0.1642 0.3197 -0.3547 -1.89 0.11 -0.13
C 0.5507 -0.9764 -0.8057 0.28 -0.07 0.70
C 0.3567 -2.2303 0.0775 0.29 -0.25 -0.85
C -0.5282 -3.2427 -0.6735 -0.01 0.21 0.20
C 0.2904 -4.1128 -1.6414 -0.37 0.05 -0.18
C -0.2005 -4.0859 -3.0871 -0.12 -0.67 -0.21
C 0.8369 -4.6323 -4.0694 0.36 0.46 0.00
C 2.1798 -3.8824 -4.0807 -0.22 -0.31 -0.33
C 2.0925 -2.3871 -4.3566 0.25 -0.27 0.23
O 3.1420 -1.7228 -3.6603 -0.16 0.15 -0.12
C 3.8061 -0.7541 -4.4409 -0.07 -0.03 0.03
C -0.5829 0.5174 1.1373 0.79 -0.95 0.37
C -2.0255 0.2140 1.5559 -0.44 0.82 0.00
O -2.7772 1.1219 1.7551 0.20 -0.26 -0.07
I -2.7663 -1.7634 1.8864 0.17 0.02 -0.01
H 0.9125 1.0128 -4.5283 0.18 -0.18 -0.14
H 3.3194 0.0174 0.0793 -0.01 -0.20 0.03
H 3.6941 1.1657 1.3619 0.08 0.06 0.04
H 2.2200 0.2203 1.4841 0.09 -0.29 0.06
H 2.3279 3.1557 2.2176 0.15 0.12 0.08
H 1.9955 4.4501 1.0412 -0.04 0.16 0.09
H 0.6914 3.3887 1.6451 -0.03 0.30 0.28
H 3.2762 2.5728 -2.2228 -0.07 0.09 -0.11
H 4.2787 2.6348 -0.8009 0.07 -0.08 0.09
H 3.3227 4.0243 -1.1803 -0.11 0.12 -0.13
H -1.6258 4.5302 -1.0766 -0.29 -0.39 -0.25
H -0.4070 4.2866 0.1204 0.13 -0.02 0.07
H 0.1352 5.8197 -1.7311 -0.01 0.10 0.11
H 1.3592 4.6372 -1.4720 0.21 -0.32 -0.33
H -2.5879 7.0976 -6.1968 0.15 0.05 -0.20
H -3.9376 1.9061 -0.7777 -0.13 -0.11 0.02
H -3.3347 3.5174 -0.8237 0.11 0.11 -0.01
H -2.8973 2.6453 -3.4819 0.10 0.14 -0.16
H -4.1971 3.6915 -2.8713 0.14 0.23 -0.31
H -4.5562 1.2367 -4.1385 -0.03 -0.14 -0.05
H -4.7765 0.8092 -2.4582 -0.12 -0.06 0.15
H -6.4071 1.6610 -4.9709 0.06 0.25 -0.32
H 1.6108 -0.8183 -0.9761 0.10 0.35 0.16
H 0.1594 -1.2268 -1.7839 0.10 0.09 -0.26
H 0.0349 -2.0395 1.0950 -0.19 0.15 0.01
H 1.3328 -2.7061 0.1545 0.15 0.06 0.33
H -1.2725 -2.7061 -1.2675 -0.22 0.08 0.13
H -1.0939 -3.8350 0.0396 0.01 -0.25 0.02
H 1.3367 -3.8149 -1.6370 0.09 0.05 0.23
H 0.2334 -5.1465 -1.3054 0.29 -0.13 0.06
H -1.0636 -4.7483 -3.1763 -0.23 0.11 0.06
H -0.5611 -3.1044 -3.3970 0.13 0.22 0.10
H 1.0573 -5.6668 -3.8112 -0.07 -0.17 -0.04
H 0.4255 -4.6352 -5.0785 -0.13 -0.05 -0.07
H 2.7991 -4.3149 -4.8656 0.11 -0.16 0.01
H 2.7181 -4.0767 -3.1578 0.04 0.28 0.21
H 1.1311 -1.9721 -4.0430 -0.06 0.11 0.07
H 2.1927 -2.2259 -5.4319 -0.05 0.13 -0.08
H 4.4484 -1.2225 -5.1891 0.14 -0.05 -0.01
H 4.3980 -0.1472 -3.7637 0.17 0.05 0.01
H 3.1152 -0.0988 -4.9775 -0.15 0.08 0.05
H 0.0722 -0.0792 1.7716 0.06 -0.10 0.01
H -0.4405 1.5445 1.4595 -0.04 0.20 -0.19
C 0.8376 6.6491 4.6656 0.08 0.05 -0.10
C 1.9780 5.8933 5.3271 -0.10 0.08 0.08
O 3.1083 5.7114 4.4931 0.05 -0.23 -0.13
C 3.7363 6.8918 4.0222 0.02 0.15 0.00
C 4.2557 7.7984 5.1240 -0.06 -0.06 0.10
H 0.5201 6.1378 3.7543 -0.02 -0.02 0.02
H -0.0130 6.7164 5.3440 0.00 -0.03 0.00
H 1.1241 7.6649 4.3911 -0.02 0.02 0.07
H 1.6399 4.8900 5.5875 0.10 -0.04 -0.03
H 2.2689 6.3770 6.2652 -0.02 0.05 -0.02
H 3.0622 7.4416 3.3546 -0.02 0.04 0.05
H 4.5734 6.5547 3.4102 -0.03 -0.11 0.01
H 3.4533 8.1700 5.7621 -0.01 0.06 -0.05
H 4.7639 8.6607 4.6922 0.01 -0.01 -0.02
H 4.9603 7.2602 5.7589 0.02 0.00 -0.02
C 5.4393 -5.4761 0.7615 -0.14 -0.06 -0.02
C 4.9933 -4.3856 1.7201 0.15 -0.08 0.00
O 3.5934 -4.1600 1.7253 -0.18 0.21 -0.08
C 2.7857 -5.2666 2.0934 0.02 -0.13 0.03
C 3.0646 -5.7935 3.4901 0.09 0.06 0.02
H 5.1207 -5.2432 -0.2558 0.03 0.02 -0.01
H 6.5253 -5.5681 0.7759 0.01 0.03 0.00
H 5.0207 -6.4484 1.0238 0.07 -0.01 0.05
H 5.4426 -3.4385 1.4199 -0.10 0.05 0.01
H 5.3501 -4.5921 2.7346 -0.01 -0.05 0.00
H 2.8767 -6.0662 1.3498 0.04 -0.04 0.04
H 1.7544 -4.9129 2.0426 0.04 0.11 -0.05
H 4.0836 -6.1675 3.5910 -0.03 -0.08 -0.03
H 2.3843 -6.6122 3.7257 -0.02 0.01 -0.01
H 2.9287 -5.0030 4.2295 -0.03 0.00 0.00
C -5.5557 -7.3514 3.4756 -0.10 0.07 -0.09
C -4.6734 -6.1289 3.6583 -0.03 -0.12 0.12
O -4.9631 -5.0698 2.7610 0.21 0.17 -0.16
C -6.2747 -4.5346 2.8264 -0.15 0.00 0.06
C -6.6389 -3.9550 4.1822 0.11 -0.04 0.06
H -5.4773 -7.7291 2.4553 0.03 -0.02 0.01
H -5.2528 -8.1395 4.1651 0.03 0.00 0.00
H -6.6064 -7.1301 3.6654 0.01 -0.02 0.08
H -3.6360 -6.4031 3.4646 0.01 0.09 -0.07
H -4.7141 -5.7735 4.6937 -0.06 -0.01 0.01
H -7.0079 -5.2868 2.5168 -0.01 -0.02 0.05
H -6.3072 -3.7430 2.0768 0.09 -0.03 -0.04
H -6.6286 -4.7111 4.9677 -0.08 -0.02 -0.02
H -7.6391 -3.5229 4.1490 0.00 0.01 -0.02
H -5.9312 -3.1741 4.4661 -0.02 0.02 -0.02
```
Forces are in eV/Å.